Record 1
This record from the OMol25 dataset describes a cluster of 2 separate species, C4H11NO2 in total. The level of theory is ωB97M-V/def2-TZVPD.

Positions of all 18 atoms, in Å:
C 2.0052 0.0632 -2.5540
C 0.9364 0.0361 -1.5111
O 0.0380 -0.7649 -1.4772
O 1.1152 0.9782 -0.5770
H 2.7639 -0.6812 -2.3172
H 2.4912 1.0277 -2.6397
H 1.5330 -0.2004 -3.4961
H 0.4980 0.8241 0.1588
C -2.3191 0.6215 2.0451
C -0.8301 0.3141 2.0913
N -0.4398 -1.0485 1.8291
H -2.7142 0.5907 1.0211
H -2.5271 1.6258 2.4139
H -2.8656 -0.1251 2.6303
H -0.3332 1.0070 1.4046
H -0.4625 0.5982 3.0798
H -0.8911 -1.4230 1.0017
H -0.6646 -1.6585 2.6026

Output
**Multiplicity**: 1
**Relative energy (zero: lowest compared OMol25 entry of this formula, charge and spin)**: 10.5 kcal per mole
**F_max**: 0.7 eV Å⁻¹
**SMILES string**: CC(=O)O.CCN
**Total charge**: 0

These are the Mulliken partial charges, in e, on atoms 1 to 2: C -1.009; C 0.727

***

Record 2
This record from the OMol25 dataset describes a structure of composition C49H37N5PRu. The level of theory is ωB97M-V/def2-TZVPD.

Positions of all 93 atoms, in Å:
Ru 0.0563 -0.7261 -0.6189
C 4.3433 -1.0361 -1.3999
C 2.9489 -1.1439 -1.5521
N 2.1139 -0.8542 -0.5838
C 2.5992 -0.4324 0.6256
C 3.9752 -0.2603 0.8471
C 4.8492 -0.5914 -0.2139
C 4.4145 0.2711 2.0828
C 3.4890 0.6234 3.0214
C 2.1068 0.4325 2.8198
C 1.6351 -0.1198 1.6442
N 0.3290 -0.3525 1.2741
C -0.8147 -0.2829 2.0372
C -0.9291 -0.3000 3.4146
C -2.1946 -0.2160 4.0299
C -3.3490 -0.1157 3.3076
C -3.2838 -0.1513 1.8939
C -4.4199 -0.0922 1.0542
C -4.2719 -0.1796 -0.2984
C -2.9851 -0.3590 -0.8376
N -1.9122 -0.4119 -0.0853
C -2.0313 -0.2711 1.2720
H 4.9874 -1.2899 -2.2299
H 2.5059 -1.4625 -2.4866
H 5.9172 -0.4756 -0.0722
H 5.4736 0.4133 2.2544
H 3.8139 1.0637 3.9558
H 1.4230 0.7545 3.5877
H -0.0549 -0.4085 4.0352
H -2.2393 -0.2269 5.1121
H -4.3123 -0.0276 3.7932
H -5.4003 0.0190 1.5017
H -5.1227 -0.1371 -0.9638
H -2.8278 -0.4744 -1.9021
N 0.1928 1.1307 -1.3288
P 0.0814 2.5962 -0.8984
C -1.1602 3.0029 0.3813
C -2.4793 3.2590 0.0127
C -3.4609 3.4337 0.9778
C -3.1338 3.3486 2.3239
C -1.8247 3.0853 2.7018
C -0.8449 2.9101 1.7358
C 1.6203 3.3196 -0.2154
C 1.6838 4.4904 0.5380
C 2.9021 4.9576 1.0092
C 4.0693 4.2559 0.7363
C 4.0146 3.0883 -0.0105
C 2.7958 2.6258 -0.4858
C -0.3451 3.6808 -2.2968
C -0.5412 3.0852 -3.5369
C -0.8783 3.8598 -4.6392
C -1.0229 5.2327 -4.5040
C -0.8283 5.8332 -3.2662
C -0.4874 5.0600 -2.1673
H -2.7400 3.3211 -1.0377
H -4.4819 3.6350 0.6779
H -3.8980 3.4866 3.0787
H -1.5680 3.0061 3.7509
H 0.1748 2.6959 2.0373
H 0.7775 5.0328 0.7799
H 2.9395 5.8657 1.5978
H 5.0188 4.6184 1.1098
H 4.9210 2.5338 -0.2210
H 2.7337 1.7133 -1.0689
H -0.4189 2.0112 -3.6121
H -1.0273 3.3915 -5.6040
H -1.2873 5.8375 -5.3622
H -0.9403 6.9047 -3.1595
H -0.3371 5.5354 -1.2053
N -0.1737 -2.5415 -1.0340
C -0.3323 -3.7857 -0.9302
C -0.2796 -4.4339 0.4210
C -0.8847 -3.8067 1.5056
C -0.7910 -4.3463 2.7787
C -0.0881 -5.5264 2.9824
C 0.5156 -6.1614 1.9058
C 0.4154 -5.6219 0.6315
C -0.5368 -4.6435 -2.1391
C -1.2153 -5.8571 -2.0605
C -1.4337 -6.6191 -3.2001
C -0.9704 -6.1815 -4.4315
C -0.2882 -4.9740 -4.5179
C -0.0753 -4.2124 -3.3814
H -1.4291 -2.8863 1.3424
H -1.2701 -3.8435 3.6101
H -0.0124 -5.9512 3.9753
H 1.0699 -7.0787 2.0592
H 0.8892 -6.1199 -0.2061
H -1.5791 -6.2058 -1.1021
H -1.9692 -7.5571 -3.1241
H -1.1362 -6.7783 -5.3193
H 0.0796 -4.6274 -5.4756
H 0.4430 -3.2636 -3.4391

Output
**<S²>**: 0.76
**Multiplicity**: 2
**Relative energy (zero: lowest compared OMol25 entry of this formula, charge and spin)**: 0.6 kcal per mole
**F_max**: 0.3 eV Å⁻¹
**Total charge**: 0

These are the Mulliken partial charges, in e, on atoms 1 to 2: Ru -0.053; C -0.932

***

Q: Which value of F_max does entry 1 give?
A: 0.7 eV Å⁻¹